Entry 1:
{
  "formula": "C16H48O16",
  "method": "wB97M-V/def2-TZVPD",
  "e_tot_ha": -1841.93178,
  "homo_lumo_gap_ha": 0.3818,
  "spin_multiplicity": 1,
  "homo_energy_ev": -10.14,
  "fmax_ha_per_bohr": 0.0625,
  "species": ["C", "C", "O", "O", "H", "H", "H", "H", "H", "H", "C", "C", "O", "O", "H", "H", "H", "H", "H", "H", "C", "C", "O", "O", "H", "H", "H", "H", "H", "H", "C", "C", "O", "O", "H", "H", "H", "H", "H", "H", "C", "C", "O", "O", "H", "H", "H", "H", "H", "H", "C", "C", "O", "O", "H", "H", "H", "H", "H", "H", "C", "C", "O", "O", "H", "H", "H", "H", "H", "H", "C", "C", "O", "O", "H", "H", "H", "H", "H", "H"],
  "xyz": [[4.587, -6.435, 6.269], [5.112, -7.920, 6.332], [4.124, -8.732, 7.089], [3.692, -6.365, 5.216], [5.465, -5.873, 5.954], [4.152, -6.059, 7.195], [6.122, -8.072, 6.714], [5.247, -8.210, 5.290], [3.387, -8.889, 6.493], [3.519, -5.478, 4.892], [-3.517, 7.676, -3.449], [-3.251, 8.285, -4.790], [-3.276, 9.690, -4.609], [-2.442, 7.885, -2.531], [-3.561, 6.587, -3.409], [-4.507, 8.044, -3.182], [-4.097, 8.051, -5.436], [-2.357, 7.799, -5.180], [-2.366, 9.995, -4.601], [-1.993, 8.729, -2.621], [10.098, -3.962, 1.763], [9.065, -3.459, 0.751], [9.766, -2.924, -0.392], [11.045, -3.025, 2.176], [10.636, -4.781, 1.286], [9.728, -4.498, 2.637], [8.436, -2.690, 1.199], [8.467, -4.306, 0.415], [10.687, -2.866, -0.129], [11.162, -3.063, 3.128], [-4.726, -0.526, 5.722], [-5.723, -1.678, 5.899], [-5.273, -2.438, 7.065], [-5.388, 0.722, 5.609], [-4.210, -0.578, 4.764], [-3.906, -0.374, 6.425], [-5.803, -2.380, 5.069], [-6.724, -1.324, 6.148], [-4.495, -2.992, 6.972], [-5.018, 1.259, 4.905], [6.585, -5.220, -6.391], [5.357, -4.813, -5.650], [5.164, -3.441, -5.705], [6.515, -6.650, -6.676], [7.501, -4.878, -5.908], [6.684, -4.736, -7.362], [5.338, -5.289, -4.670], [4.456, -5.252, -6.078], [4.942, -3.062, -4.852], [6.096, -6.924, -7.495], [-6.447, 7.635, 3.000], [-7.990, 7.593, 2.676], [-8.277, 7.885, 1.307], [-5.589, 6.498, 2.535], [-6.441, 7.617, 4.090], [-5.934, 8.523, 2.632], [-8.716, 7.988, 3.385], [-8.326, 6.557, 2.720], [-8.041, 8.799, 1.132], [-4.995, 6.808, 1.848], [1.476, 0.506, 0.644], [0.391, 1.140, -0.412], [0.879, 0.745, -1.683], [1.366, -0.960, 0.834], [1.515, 0.960, 1.634], [2.515, 0.795, 0.482], [0.299, 2.217, -0.271], [-0.613, 0.776, -0.194], [0.135, 0.772, -2.290], [0.960, -1.258, 0.017], [-6.381, -0.365, -5.445], [-5.857, 1.039, -6.036], [-4.419, 1.225, -6.172], [-6.370, -0.232, -4.028], [-5.773, -1.230, -5.709], [-7.417, -0.488, -5.760], [-6.154, 1.964, -5.541], [-6.306, 0.993, -7.028], [-4.297, 1.753, -6.965], [-5.700, -0.818, -3.668]],
  "forces_ev_per_a": [[2.168, -0.879, -0.175], [-2.021, 0.619, 0.590], [1.716, 0.561, -1.005], [-1.553, -0.636, -1.135], [0.313, 0.492, 0.556], [0.227, -0.236, 0.206], [-0.357, 0.318, 0.874], [-0.610, -0.358, -0.165], [-0.086, 0.042, -0.100], [0.201, 0.080, 0.350], [0.374, -0.655, 0.477], [-0.842, -0.952, 0.243], [0.880, 0.174, -0.391], [-0.204, 0.023, 0.329], [-0.328, -0.079, -0.713], [0.121, 0.334, 0.914], [0.088, -0.150, -0.209], [0.376, 0.754, -0.389], [-0.014, 0.276, -0.060], [-0.457, 0.271, -0.190], [-0.155, -1.834, 0.010], [1.132, 0.310, 0.260], [-0.525, -0.318, 0.525], [0.408, 1.172, -0.011], [0.225, -0.083, -0.580], [-0.938, 0.339, 0.056], [-0.120, 0.084, -0.106], [-0.116, 0.035, 0.092], [0.161, 0.246, -0.115], [-0.076, 0.049, -0.133], [0.321, 1.158, -2.212], [1.780, -0.861, 1.817], [-1.160, 0.194, 0.356], [-1.149, 0.731, 0.476], [0.238, -0.930, -0.205], [-0.442, -0.917, 0.758], [0.141, 0.387, -0.350], [0.225, 0.190, 0.044], [-0.011, 0.241, -0.760], [0.055, -0.185, 0.075], [-0.184, -0.924, -2.246], [-1.277, -1.088, 0.077], [0.318, 1.426, 0.352], [1.025, 0.214, 1.558], [0.111, -0.904, 0.513], [-0.539, 0.458, -0.054], [0.434, 0.495, 0.516], [0.119, -0.414, -0.652], [0.066, -0.140, 0.024], [-0.071, 0.880, -0.083], [-0.156, -0.857, 0.034], [0.980, -1.984, -1.534], [-0.039, 0.475, 0.320], [-1.775, 0.940, 0.709], [0.538, -0.006, 0.072], [-0.478, 0.332, 0.157], [0.623, 1.226, 0.197], [0.570, -0.468, 0.146], [-0.028, 0.148, -0.045], [-0.223, 0.187, -0.068], [-0.782, -0.044, 0.196], [2.134, -1.139, 2.113], [-0.515, 0.136, 0.066], [-0.153, 2.135, -0.480], [-1.547, -0.092, 0.398], [0.147, -0.376, -1.674], [0.539, 0.222, -0.173], [0.033, -0.540, -0.001], [0.039, 0.001, -0.273], [0.101, -0.302, -0.175], [1.244, 2.613, 0.955], [0.253, -1.276, -1.074], [-0.581, -0.971, 0.228], [-0.176, -0.476, 0.436], [0.024, 0.258, -0.622], [0.059, -0.031, -0.149], [-0.938, -0.648, 0.534], [0.053, 0.489, -0.358], [0.101, -0.032, 0.001], [-0.034, 0.073, 0.053]],
  "mulliken_charge": [-0.234, -0.503, -0.525, -0.518, 0.271, 0.268, 0.358, 0.281, 0.307, 0.295, -0.178, -0.517, -0.499, -0.510, 0.285, 0.225, 0.282, 0.303, 0.316, 0.292, -0.665, -0.166, -0.486, -0.530, 0.311, 0.433, 0.230, 0.235, 0.316, 0.321, -0.273, -0.253, -0.556, -0.527, 0.249, 0.280, 0.237, 0.250, 0.288, 0.305, -0.354, -0.241, -0.520, -0.541, 0.268, 0.259, 0.290, 0.225, 0.315, 0.299, -0.225, -0.469, -0.502, -0.520, 0.209, 0.307, 0.354, 0.262, 0.294, 0.291, -0.442, -0.431, -0.489, -0.508, 0.322, 0.277, 0.319, 0.331, 0.301, 0.321, -0.358, -0.309, -0.531, -0.520, 0.313, 0.233, 0.289, 0.270, 0.307, 0.306]
}

Entry 2:
{
  "formula": "C16H48O8",
  "method": "wB97M-V/def2-TZVPD",
  "e_tot_ha": -1240.24544,
  "homo_lumo_gap_ha": 0.3665,
  "spin_multiplicity": 1,
  "homo_energy_ev": -9.64,
  "fmax_ha_per_bohr": 0.0143,
  "species": ["C", "C", "C", "O", "H", "H", "H", "H", "H", "H", "H", "H", "C", "C", "C", "O", "H", "H", "H", "H", "H", "H", "H", "H", "C", "C", "C", "O", "H", "H", "H", "H", "H", "H", "H", "H", "C", "C", "O", "H", "H", "H", "H", "H", "H", "C", "C", "O", "H", "H", "H", "H", "H", "H", "C", "O", "H", "H", "H", "H", "C", "O", "H", "H", "H", "H", "C", "O", "H", "H", "H", "H"],
  "xyz": [[19.687, -10.894, -7.713], [20.782, -11.548, -6.901], [20.436, -12.962, -6.512], [22.010, -11.622, -7.654], [18.817, -10.695, -7.087], [19.363, -11.559, -8.518], [20.037, -9.964, -8.160], [20.960, -10.953, -5.998], [21.218, -13.416, -5.908], [20.229, -13.549, -7.411], [19.513, -12.962, -5.924], [22.402, -10.746, -7.724], [25.849, -10.571, -9.693], [26.389, -11.934, -9.276], [26.038, -12.255, -7.832], [25.901, -12.962, -10.149], [26.043, -9.824, -8.917], [24.767, -10.618, -9.851], [26.299, -10.213, -10.620], [27.471, -11.962, -9.408], [26.660, -11.689, -7.139], [26.165, -13.319, -7.647], [24.990, -12.006, -7.630], [24.936, -12.958, -10.077], [21.669, -15.181, -10.005], [22.808, -14.651, -9.132], [24.038, -15.543, -9.121], [23.160, -13.333, -9.538], [20.922, -14.380, -10.053], [21.173, -16.052, -9.582], [21.996, -15.368, -11.031], [22.417, -14.639, -8.103], [23.760, -16.504, -8.688], [24.853, -15.091, -8.554], [24.430, -15.692, -10.129], [22.758, -12.714, -8.911], [23.503, -18.231, -6.259], [22.345, -18.193, -7.222], [21.345, -19.089, -6.758], [24.313, -17.586, -6.606], [23.881, -19.252, -6.187], [23.198, -17.911, -5.263], [22.693, -18.497, -8.220], [21.940, -17.175, -7.306], [20.514, -18.838, -7.180], [20.034, -18.278, -10.937], [19.113, -18.870, -9.885], [19.293, -18.258, -8.612], [19.931, -18.818, -11.882], [21.080, -18.358, -10.639], [19.806, -17.230, -11.141], [19.351, -19.926, -9.747], [18.069, -18.812, -10.205], [18.740, -17.475, -8.549], [21.033, -12.604, -12.368], [20.990, -11.683, -13.440], [20.138, -12.458, -11.756], [21.018, -13.651, -12.693], [21.881, -12.442, -11.696], [21.871, -11.615, -13.816], [24.053, -16.093, -12.912], [25.166, -16.374, -13.753], [23.822, -16.948, -12.276], [24.247, -15.223, -12.278], [23.189, -15.836, -13.530], [25.898, -15.804, -13.505], [27.602, -15.466, -6.132], [28.342, -14.263, -5.953], [27.916, -15.998, -7.036], [27.714, -16.139, -5.277], [26.556, -15.192, -6.234], [29.236, -14.521, -5.715]],
  "forces_ev_per_a": [[-0.164, -0.118, -0.203], [0.230, 0.048, 0.046], [-0.485, 0.018, 0.130], [0.011, 0.048, 0.096], [0.035, 0.098, 0.006], [0.091, 0.054, -0.032], [-0.080, 0.081, 0.051], [0.099, -0.044, -0.037], [0.091, -0.098, -0.114], [0.217, -0.098, 0.043], [0.070, 0.015, 0.015], [-0.062, 0.053, 0.002], [0.152, 0.187, 0.039], [-0.310, -0.331, -0.315], [-0.191, 0.101, 0.036], [0.341, 0.388, -0.029], [0.010, -0.032, -0.042], [-0.001, -0.081, 0.081], [-0.011, -0.106, -0.017], [0.057, 0.053, 0.066], [0.015, -0.047, 0.038], [0.158, 0.028, 0.064], [0.037, -0.036, -0.019], [-0.195, -0.178, 0.103], [-0.060, 0.730, 0.020], [-0.157, -0.554, 0.326], [-0.048, 0.130, -0.238], [0.048, -0.033, -0.112], [-0.043, -0.121, -0.062], [0.241, -0.197, -0.004], [0.032, -0.169, 0.072], [0.132, 0.291, -0.063], [0.181, -0.058, -0.080], [-0.130, -0.022, 0.169], [-0.111, -0.083, 0.012], [-0.135, 0.098, 0.024], [0.169, -0.046, 0.054], [-0.171, -0.152, -0.025], [0.056, 0.181, 0.073], [0.016, -0.006, 0.032], [0.022, 0.036, 0.019], [-0.032, 0.025, -0.008], [-0.079, 0.058, 0.001], [0.034, -0.039, 0.006], [-0.024, -0.115, -0.169], [-0.036, -0.082, -0.256], [0.278, -0.188, -0.298], [-0.118, 0.129, 0.218], [-0.076, -0.022, 0.058], [-0.045, 0.048, 0.119], [-0.005, 0.003, 0.086], [-0.036, 0.041, 0.046], [-0.015, 0.044, 0.071], [0.007, 0.034, -0.045], [-0.176, -0.071, 0.554], [0.007, 0.019, -0.049], [-0.019, 0.089, -0.187], [0.144, 0.073, -0.142], [0.080, -0.085, -0.157], [-0.024, -0.025, -0.024], [0.172, 0.475, -0.085], [-0.055, -0.052, -0.002], [-0.033, -0.049, -0.029], [-0.007, -0.089, 0.045], [-0.034, -0.199, -0.009], [-0.050, -0.039, 0.034], [0.146, -0.023, -0.073], [-0.029, -0.177, 0.056], [-0.056, 0.026, 0.008], [-0.088, 0.028, 0.010], [-0.055, -0.003, 0.020], [0.064, 0.141, -0.024]],
  "mulliken_charge": [-1.323, 0.531, -1.246, -0.446, 0.393, 0.249, 0.379, 0.240, 0.334, 0.144, 0.467, 0.211, -1.145, 0.382, -0.471, -0.597, 0.367, 0.187, 0.311, 0.342, 0.498, -0.250, -0.037, 0.225, -0.539, 1.110, -0.400, -0.024, 0.250, -0.175, 0.055, -0.241, -0.167, -0.033, 0.043, 0.273, -1.118, 0.446, -0.571, 0.205, 0.331, 0.321, 0.158, -0.053, 0.359, -0.821, -0.326, -0.506, 0.425, 0.149, 0.210, 0.281, 0.319, 0.250, -0.175, -0.562, 0.220, 0.221, -0.023, 0.316, -0.130, -0.575, 0.223, -0.066, 0.266, 0.320, -0.497, -0.502, 0.294, 0.362, 0.068, 0.285]
}

Values for relative energy (zero: lowest compared OMol25 entry of this formula, charge and spin), kJ/mol, ordered as above
554.6 164.4